{
  "formula": "C16H28AsCl5IrO2Si3",
  "method": "ωB97M-V/def2-TZVPD",
  "max_force_ev_per_a": 1.57,
  "e_tot_ev": -171061.0375,
  "charge": 1,
  "spin_multiplicity": 1,
  "gap_ev": 7.21,
  "species": ["Ir", "Cl", "C", "C", "C", "Cl", "C", "Cl", "C", "Cl", "C", "Cl", "O", "C", "O", "H", "C", "Si", "C", "C", "As", "Si", "C", "C", "C", "Si", "C", "C", "C", "H", "H", "H", "H", "H", "H", "H", "H", "H", "H", "H", "H", "H", "H", "H", "H", "H", "H", "H", "H", "H", "H", "H", "H", "H", "H", "H"],
  "xyz": [[-1.771915, -1.025735, -0.802858], [-0.029175, 0.210292, -3.818317], [-1.363502, 1.039973, -3.136424], [-1.937551, 0.564643, -1.961057], [-3.061292, 1.222586, -1.514202], [-3.653072, 0.471409, -0.024553], [-3.647293, 2.323482, -2.107585], [-5.038741, 3.039415, -1.418379], [-3.040944, 2.805737, -3.264534], [-3.691327, 4.180732, -4.050691], [-1.909172, 2.155615, -3.777490], [-1.181369, 2.748013, -5.211056], [-2.804979, -3.057532, -0.630798], [-1.962159, -3.381470, -1.497011], [-1.013348, -2.533369, -1.810676], [-1.961696, -4.344651, -2.011428], [-0.963848, 2.828626, 0.920759], [0.637590, 2.043007, 0.377302], [1.147403, 2.599892, -1.324467], [1.997205, 2.386167, 1.608922], [0.265131, -0.335393, 0.306297], [-0.417477, -1.145184, 2.493564], [-0.420985, -3.008011, 2.461529], [0.823936, -0.447047, 3.700360], [-2.146793, -0.545515, 2.841049], [2.249323, -1.482210, -0.457333], [3.653883, -0.647196, 0.446098], [2.108211, -3.279563, 0.013103], [2.422535, -1.315461, -2.296135], [-0.869515, 3.915500, 0.849307], [-1.205616, 2.587963, 1.957803], [-1.804227, 2.533008, 0.295026], [1.278321, 3.685588, -1.298026], [0.396249, 2.374247, -2.078679], [2.094890, 2.161442, -1.642500], [2.146450, 3.469663, 1.634403], [2.946843, 1.933145, 1.328477], [1.750277, 2.067569, 2.620155], [0.577720, -3.437695, 2.440485], [-0.987575, -3.402018, 1.615148], [-0.915197, -3.360639, 3.371073], [1.856067, -0.564943, 3.368313], [0.721488, -0.979850, 4.649922], [0.641695, 0.609712, 3.896623], [-2.864439, -1.038562, 2.183371], [-2.259939, 0.534995, 2.748932], [-2.411222, -0.825864, 3.864445], [3.461632, -0.517752, 1.512281], [3.885596, 0.328785, 0.017371], [4.547863, -1.269012, 0.348956], [2.206736, -3.439499, 1.085324], [2.921612, -3.824070, -0.474276], [1.168755, -3.718710, -0.324948], [2.462088, -0.276654, -2.622154], [1.605774, -1.818123, -2.813094], [3.359093, -1.799480, -2.587726]],
  "forces_ev_per_angstrom": [[-1.3063, 0.3260, 0.8095], [0.0410, -0.0248, -0.0243], [-0.2681, -0.1594, 0.0744], [0.3130, 0.1710, -0.1310], [-0.0996, 0.2912, 0.0128], [0.4088, 0.1729, -0.0839], [-0.0510, -0.1136, 0.1811], [0.0204, 0.0067, -0.0187], [0.0720, 0.0153, -0.0971], [0.0183, -0.0441, 0.0260], [-0.0328, 0.1017, -0.0516], [0.0005, -0.0146, 0.0138], [0.6245, -0.0516, -0.4560], [0.6138, 0.4995, 0.0708], [-0.1162, -1.2760, -0.2360], [-0.0482, -0.0084, 0.0007], [0.0113, -0.0256, 0.0283], [0.0311, 0.0552, -0.0141], [0.0028, 0.0065, 0.0409], [-0.0446, -0.0038, -0.0281], [-0.4576, 0.0615, -0.1815], [0.2271, 0.0696, -0.0311], [-0.0257, 0.0316, -0.0399], [-0.0816, -0.1005, 0.0664], [0.0046, 0.0191, -0.0213], [0.0408, -0.1256, -0.0304], [-0.0385, 0.0051, 0.0180], [-0.0305, 0.0290, 0.0103], [0.0189, 0.0133, 0.0383], [0.0332, 0.0006, 0.0112], [0.0132, -0.0078, -0.0062], [0.0118, 0.0258, -0.0105], [0.0224, 0.0012, 0.0003], [0.0342, 0.0501, 0.0354], [-0.0020, -0.0206, 0.0176], [-0.0027, 0.0010, -0.0029], [-0.0052, 0.0042, -0.0106], [-0.0148, -0.0058, 0.0093], [0.0093, -0.0001, 0.0054], [-0.0040, -0.0039, -0.0056], [-0.0053, 0.0171, 0.0049], [-0.0052, -0.0121, -0.0169], [0.0095, 0.0219, 0.0088], [-0.0061, 0.0068, -0.0067], [-0.0118, 0.0002, 0.0317], [-0.0155, -0.0107, -0.0191], [0.0528, 0.0136, 0.0196], [0.0022, -0.0141, -0.0001], [-0.0053, -0.0035, -0.0102], [-0.0087, -0.0063, -0.0221], [0.0144, -0.0011, 0.0135], [0.0041, 0.0229, -0.0161], [0.0028, 0.0097, 0.0093], [0.0135, -0.0141, -0.0083], [0.0043, -0.0033, 0.0008], [0.0112, 0.0013, 0.0214]],
  "lowdin_charge": [0.92, 0.77, -0.71, -0.42, -0.67, 0.76, -0.71, 0.75, -0.69, 0.73, -0.69, 0.73, -0.08, -0.41, -0.24, 0.15, -0.19, 0.34, -0.19, -0.19, 0.86, 0.34, -0.20, -0.20, -0.23, 0.34, -0.21, -0.20, -0.23, 0.05, 0.03, -0.01, 0.05, -0.01, 0.04, 0.05, 0.02, 0.02, 0.02, 0.02, 0.05, 0.02, 0.05, 0.03, 0.00, 0.02, 0.05, 0.02, 0.03, 0.05, 0.02, 0.05, 0.03, 0.00, 0.01, 0.05]
}


{
  "formula": "C8H15OPS",
  "method": "ωB97M-V/def2-TZVPD",
  "max_force_ev_per_a": 4.86,
  "e_tot_ev": -30705.4887,
  "charge": 0,
  "spin_multiplicity": 1,
  "de_lowest_kcal_mol": 88.43,
  "gap_ev": [8.54, 5.46],
  "species": ["C", "C", "C", "C", "C", "C", "C", "C", "O", "P", "S", "H", "H", "H", "H", "H", "H", "H", "H", "H", "H", "H", "H", "H", "H", "H"],
  "xyz": [[-0.334883, -2.869810, -5.130660], [-0.331081, 0.188934, -1.670541], [-0.049929, -2.205236, -3.984007], [-1.019543, -0.914819, -1.534077], [-1.599549, 0.477521, 2.047563], [2.226242, 1.606776, 1.818402], [-0.094241, 0.209551, 2.182064], [0.666193, 1.537312, 2.008199], [-1.929316, -3.458639, -2.208793], [-0.807180, -2.496659, -2.390246], [0.277881, 2.557640, 0.512104], [-0.067419, -2.673589, -6.140610], [-1.010769, -3.792664, -5.195958], [0.436950, 0.200203, -2.332586], [-0.655576, 0.955998, -1.115010], [0.502602, -1.299506, -4.188017], [-1.880878, -1.000695, -0.943207], [-1.735292, 1.472080, 2.623090], [-1.927956, 0.627558, 0.964511], [-2.046305, -0.232322, 2.595252], [2.910801, 1.100590, 2.652382], [2.547303, 2.619545, 1.839397], [2.403665, 1.011848, 0.863649], [0.154277, -0.476660, 1.285016], [0.367690, -0.129665, 3.152863], [0.629792, 2.174459, 2.899292]],
  "forces_ev_per_angstrom": [[-1.8273, -2.2772, 1.2624], [-1.1333, -2.4710, -0.2223], [-1.0483, -0.1775, -2.1056], [-0.0498, -2.0434, -1.5108], [2.1327, 4.3347, -0.5038], [0.7211, -3.8699, 0.3751], [1.8130, 0.3479, -2.1157], [1.4940, 1.4370, -0.2500], [0.0551, 0.1607, -0.4168], [0.8546, 0.2251, 0.4003], [-0.3130, -0.1116, 1.0844], [0.9366, 0.9562, -0.3612], [0.8959, 1.2995, 0.8523], [2.3882, 0.6144, -1.6677], [-0.5007, 2.9976, 1.4922], [0.3539, 0.2263, 0.7442], [-1.0564, 0.0954, 1.1464], [-0.3848, -1.3834, -1.0188], [0.3977, -0.4708, 1.6550], [-2.4605, -2.6918, 1.3662], [-1.8595, 0.6407, -1.4377], [0.2569, 0.8003, -0.5802], [0.5491, 1.1500, 0.9841], [0.2093, 0.7078, 1.6917], [-1.2599, -0.4243, -0.8473], [-1.1646, -0.0727, -0.0163]],
  "lowdin_charge": [-0.04, -0.05, -0.31, -0.28, -0.12, -0.21, -0.28, -0.74, -0.40, 0.78, 0.73, 0.04, 0.08, 0.03, -0.07, 0.05, 0.05, 0.10, 0.08, 0.02, 0.12, 0.03, 0.08, 0.12, 0.13, 0.09]
}


{
  "formula": "C3H8N3",
  "method": "ωB97M-V/def2-TZVPD",
  "max_force_ev_per_a": 5.61,
  "e_tot_ev": -7700.2879,
  "charge": 1,
  "spin_multiplicity": 1,
  "de_lowest_kcal_mol": 115.09,
  "gap_ev": 10.63,
  "species": ["C", "C", "C", "N", "N", "N", "H", "H", "H", "H", "H", "H", "H", "H"],
  "xyz": [[-1.423949, -0.637869, 0.253428], [1.957179, 0.655126, -0.190054], [2.551011, -0.483318, 0.052117], [-2.711271, 1.322634, -0.240706], [-2.080127, 0.220673, -0.233188], [-0.570793, -1.507728, 0.667872], [1.387320, 1.341893, 0.434902], [-3.159766, 1.541236, -1.181050], [2.030226, 1.156971, -1.257220], [2.547600, -0.834552, 1.121225], [3.078528, -1.055248, -0.773657], [-3.188961, 1.675064, 0.505176], [0.436164, -1.069328, 0.655914], [-0.853167, -2.325548, 0.185241]],
  "forces_ev_per_angstrom": [[-2.1417, 3.2242, -1.1442], [-0.5826, 2.9079, -3.5240], [0.6521, -1.5966, 0.8184], [-1.0182, 1.5346, -5.3033], [2.9087, -3.3093, 1.9219], [1.4669, 2.0067, -0.1033], [0.3550, -0.5572, 0.6582], [0.9629, -0.2927, 1.7711], [-0.1490, -1.3614, 2.0207], [0.2800, -0.1186, -1.2394], [-0.6285, 0.7193, 1.4325], [-1.3873, 0.5052, 2.8581], [-1.5715, -1.6100, -0.2950], [0.8532, -2.0521, 0.1284]],
  "lowdin_charge": [-0.06, -0.12, -0.11, 0.13, 0.08, 0.21, 0.05, 0.18, 0.10, 0.08, 0.09, 0.10, 0.13, 0.13]
}